Below is C16H24IrN2O5PS4 as an isolated structure at a distorted geometry, with properties calculated with ωB97M-V/def2-TZVPD.

- E_LUMO: 0.0064 hartree
- DFT total energy: -85671.6423 eV
- ΔE to the lowest compared entry with this formula, charge and spin: 0.00 kcal per mole
- Multiplicity: 1
- Frontier orbital gap: 7.818 eV

Positions of all 53 atoms, in Å:
Ir1 0.53 0.89 -0.48
N1 0.33 5.01 -0.99
C1 0.37 3.68 -1.11
O1 0.59 2.97 -0.11
C2 0.15 3.02 -2.42
C3 0.85 1.67 -2.34
H1 0.52 5.43 -0.09
H2 0.20 5.60 -1.79
H3 0.51 3.64 -3.25
H4 -0.93 2.90 -2.55
H5 1.93 1.81 -2.45
H6 0.53 0.99 -3.13
O2 4.30 2.22 -0.66
S1 3.77 0.90 -0.43
O3 3.51 0.08 -1.58
N2 2.39 0.97 0.50
C4 2.52 0.27 1.65
S2 1.29 0.08 2.73
C5 3.89 -0.29 1.82
C6 4.37 -1.02 2.89
C7 5.69 -1.47 2.84
C8 6.50 -1.19 1.74
C9 6.02 -0.45 0.67
C10 4.71 -0.02 0.74
H7 3.73 -1.23 3.73
H8 6.09 -2.05 3.66
H9 7.52 -1.55 1.73
H10 6.64 -0.22 -0.18
C11 -4.04 0.34 1.68
C12 -3.09 -0.62 2.35
C13 -3.72 -1.96 2.68
O4 -1.87 -0.85 1.58
P1 -1.68 -0.92 0.03
S3 0.25 -1.42 -0.33
S4 -1.79 0.82 -0.98
O5 -2.80 -1.96 -0.38
C14 -3.22 -2.37 -1.72
C15 -4.34 -1.45 -2.17
C16 -2.08 -2.45 -2.71
H11 -4.89 0.52 2.34
H12 -4.43 -0.08 0.74
H13 -3.56 1.29 1.47
H14 -2.70 -0.17 3.26
H15 -4.13 -2.43 1.79
H16 -4.53 -1.82 3.40
H17 -2.98 -2.63 3.12
H18 -3.62 -3.37 -1.54
H19 -3.97 -0.44 -2.34
H20 -5.14 -1.42 -1.42
H21 -4.77 -1.83 -3.10
H22 -1.65 -1.47 -2.91
H23 -2.48 -2.85 -3.65
H24 -1.30 -3.12 -2.36

Atomic partial charges in e from the Mulliken method, atoms 1 to 2: number 1, Ir, carries 0.901; number 2, N, carries -0.396



Below is one molecule with the formula C16H24N2O2, with properties calculated with ωB97M-V/def2-TZVPD.

- E_LUMO: 0.0270 hartree
- DFT total energy: -24056.9153 eV
- ΔE to the lowest compared entry with this formula, charge and spin: 34.74 kcal per mole
- Multiplicity: 1
- Frontier orbital gap: 9.272 eV

Positions of all 44 atoms, in Å:
O1 0.30 -0.40 -1.62
C1 0.15 -0.24 -0.43
C2 0.20 -1.37 0.59
C3 -0.13 -2.72 -0.05
C4 -1.61 -2.81 -0.44
C5 -1.90 -4.11 -1.12
C6 -2.39 -5.20 -0.42
C7 -2.61 -6.41 -1.05
C8 -2.34 -6.54 -2.40
C9 -1.85 -5.46 -3.11
C10 -1.63 -4.26 -2.48
N1 -0.10 0.97 0.12
C11 -0.01 2.20 -0.63
C12 1.20 3.02 -0.17
N2 1.10 3.27 1.26
C13 2.37 3.31 1.97
C14 3.11 4.64 1.77
O2 2.30 5.73 2.16
C15 1.09 5.75 1.44
C16 0.31 4.44 1.62
H1 1.22 -1.40 0.99
H2 -0.48 -1.16 1.41
H3 0.11 -3.53 0.64
H4 0.47 -2.83 -0.95
H5 -1.85 -1.98 -1.11
H6 -2.23 -2.71 0.46
H7 -2.60 -5.10 0.64
H8 -2.99 -7.25 -0.49
H9 -2.52 -7.49 -2.90
H10 -1.64 -5.56 -4.17
H11 -1.25 -3.41 -3.03
H12 -0.08 1.09 1.12
H13 -0.94 2.77 -0.50
H14 0.09 1.93 -1.68
H15 1.25 3.94 -0.77
H16 2.10 2.44 -0.36
H17 2.99 2.48 1.65
H18 2.15 3.20 3.04
H19 4.01 4.68 2.39
H20 3.40 4.75 0.71
H21 0.52 6.59 1.83
H22 1.30 5.93 0.37
H23 -0.60 4.46 1.01
H24 0.03 4.33 2.67

Atomic partial charges in e from the Mulliken method, atoms 1 to 2: number 1, O, carries -0.661; number 2, C, carries 0.670



Below is C16H24N3O5PdS2 as an isolated structure at a distorted geometry, with properties calculated with ωB97M-V/def2-TZVPD.

- E_LUMO (alpha / beta): -0.0027 / -0.0061 hartree
- DFT total energy: -56839.4687 eV
- ΔE to the lowest compared entry with this formula, charge and spin: 0.74 kcal per mole
- Multiplicity: 2
- Frontier orbital gap (alpha / beta): 7.637 / 7.975 eV

Positions of all 51 atoms, in Å:
Pd1 1.37 0.41 -0.53
C1 -1.67 2.72 -1.18
C2 -1.78 1.48 -0.37
N1 -0.82 0.59 -0.20
C3 -1.32 -0.40 0.62
C4 -2.61 -0.10 0.94
N2 -2.88 1.09 0.30
C5 -3.68 -0.69 1.80
O1 -3.40 -1.81 2.41
O2 -4.74 -0.09 1.90
C6 -0.45 -1.56 1.06
O3 -1.01 -2.46 1.73
O4 0.75 -1.49 0.72
H1 -0.64 2.84 -1.48
H2 -1.99 3.59 -0.62
H3 -2.30 2.65 -2.08
H4 -3.77 1.55 0.38
H5 -2.43 -2.10 2.22
S1 4.68 -0.47 -0.68
C7 3.30 0.16 -0.72
C8 0.07 -3.83 -2.62
C9 0.02 -2.77 -3.72
C10 0.97 -3.13 -4.87
C11 -1.41 -2.59 -4.23
C12 0.47 -1.48 -3.12
N3 0.84 -0.53 -2.59
H6 -0.25 -4.79 -3.04
H7 -0.58 -3.57 -1.79
H8 1.08 -3.94 -2.22
H9 0.62 -4.06 -5.33
H10 1.98 -3.28 -4.51
H11 0.98 -2.35 -5.63
H12 -1.73 -3.51 -4.71
H13 -1.47 -1.77 -4.95
H14 -2.09 -2.37 -3.41
C13 3.58 2.60 4.16
C14 2.77 3.10 2.97
S2 2.06 1.74 2.02
O5 1.54 2.42 0.76
C15 0.64 1.37 3.07
C16 -0.48 2.39 2.97
H15 3.99 3.45 4.71
H16 4.41 1.98 3.84
H17 2.97 2.02 4.86
H18 3.39 3.61 2.24
H19 1.95 3.77 3.25
H20 1.05 1.28 4.09
H21 0.33 0.38 2.76
H22 -0.35 3.23 3.66
H23 -1.43 1.91 3.20
H24 -0.53 2.79 1.95

Atomic partial charges in e from the Mulliken method, atoms 1 to 2: number 1, Pd, carries 0.525; number 2, C, carries -1.513



Below is one molecule with the formula C16H24N4O6S2 at a distorted geometry, with properties calculated with ωB97M-V/def2-TZVPD.

- E_LUMO: -0.0220 hartree
- DFT total energy: -56893.8260 eV
- Multiplicity: 1
- Frontier orbital gap: 8.826 eV

Positions of all 52 atoms, in Å:
O1 -1.84 -3.07 1.86
N1 -1.88 -3.22 0.66
O2 -1.59 -4.24 0.07
C1 -2.30 -2.09 -0.14
C2 -2.26 -2.18 -1.53
C3 -2.60 -1.08 -2.29
C4 -2.91 0.12 -1.67
C5 -2.94 0.20 -0.28
S1 -2.91 1.82 0.48
O3 -3.40 1.74 1.83
O4 -3.47 2.78 -0.41
N2 -1.26 2.11 0.56
C6 -0.66 2.21 -0.76
C7 0.85 2.41 -0.67
N3 1.44 1.34 0.12
S2 1.38 -0.18 -0.64
O5 1.12 0.04 -2.03
O6 0.49 -1.06 0.07
N4 2.89 -0.78 -0.50
C8 3.89 -0.33 -1.43
C9 4.56 1.00 -1.07
C10 4.77 1.20 0.44
C11 5.23 -0.05 1.19
C12 4.07 -0.89 1.71
C13 3.28 -1.61 0.61
C14 0.93 1.38 1.47
C15 -0.60 1.23 1.51
C16 -2.66 -0.91 0.50
H1 -1.95 -3.11 -1.98
H2 -2.59 -1.14 -3.37
H3 -3.15 1.01 -2.23
H4 -1.15 3.05 -1.25
H5 -0.83 1.30 -1.35
H6 1.28 2.37 -1.67
H7 1.09 3.36 -0.19
H8 3.40 -0.23 -2.40
H9 4.64 -1.12 -1.51
H10 5.53 1.04 -1.58
H11 3.96 1.83 -1.44
H12 3.83 1.54 0.87
H13 5.50 2.00 0.57
H14 5.83 0.27 2.05
H15 5.88 -0.65 0.56
H16 4.44 -1.65 2.39
H17 3.40 -0.23 2.27
H18 2.36 -2.03 1.02
H19 3.89 -2.43 0.21
H20 1.37 0.55 2.02
H21 1.24 2.32 1.92
H22 -0.99 1.48 2.49
H23 -0.82 0.18 1.29
H24 -2.74 -0.86 1.57

Atomic partial charges in e from the Mulliken method, atoms 1 to 2: number 1, O, carries -0.631; number 2, N, carries 1.195



Below is one molecule with the formula C16H24N6O2 at a distorted geometry, with properties calculated with ωB97M-V/def2-TZVPD.

- E_LUMO: 0.0243 hartree
- DFT total energy: -30013.4857 eV
- ΔE to the lowest compared entry with this formula, charge and spin: 65.17 kcal per mole
- Multiplicity: 1
- Frontier orbital gap: 8.806 eV

Positions of all 48 atoms, in Å:
C1 -3.58 1.26 2.87
O1 -2.63 1.32 1.75
C2 -1.37 1.98 2.02
C3 -0.51 1.28 3.16
C4 0.78 0.67 2.72
C5 1.74 1.72 2.07
N1 2.88 1.11 1.57
N2 3.31 1.92 0.47
C6 2.04 2.16 -0.27
C7 1.58 1.17 -1.33
C8 1.63 -0.20 -1.15
C9 0.87 -0.98 -2.01
N3 0.57 -2.32 -1.79
C10 0.61 -3.16 -2.95
C11 -0.75 -3.44 -3.48
N4 -1.70 -3.96 -2.49
C12 -1.66 -3.46 -1.18
O2 -2.69 -3.52 -0.52
C13 -0.40 -2.77 -0.72
N5 0.35 -0.42 -3.14
C14 0.27 0.86 -3.21
N6 0.94 1.67 -2.41
C15 1.01 2.39 0.82
C16 -0.52 2.10 0.77
H1 -4.63 1.18 2.66
H2 -3.54 2.25 3.32
H3 -3.41 0.41 3.46
H4 -1.68 2.99 2.39
H5 -0.24 2.04 3.90
H6 -1.09 0.47 3.62
H7 1.28 0.29 3.59
H8 0.71 -0.14 2.09
H9 1.84 2.50 2.80
H10 3.65 1.10 2.18
H11 3.94 1.39 -0.20
H12 2.00 3.10 -0.87
H13 1.98 -0.77 -0.32
H14 1.30 -2.77 -3.79
H15 0.97 -4.12 -2.72
H16 -1.16 -2.54 -3.94
H17 -0.84 -4.13 -4.25
H18 -2.70 -4.05 -2.67
H19 -0.74 -1.90 -0.06
H20 0.16 -3.39 0.01
H21 -0.12 1.24 -4.22
H22 1.08 3.46 1.12
H23 -0.64 1.14 0.22
H24 -0.89 2.86 0.15

Atomic partial charges in e from the Mulliken method, atoms 1 to 2: number 1, C, carries -0.783; number 2, O, carries -0.424



Below is a 4-piece molecular cluster, C16H24O12 overall at a distorted geometry, with properties calculated with ωB97M-V/def2-TZVPD.

- E_LUMO: 0.0091 hartree
- DFT total energy: -41548.8243 eV
- ΔE to the lowest compared entry with this formula, charge and spin: 81.70 kcal per mole
- Multiplicity: 1
- Frontier orbital gap: 10.733 eV

Positions of all 52 atoms, in Å:
C1 1.69 -5.74 0.36
C2 0.20 -5.39 0.11
C3 -0.77 -6.29 0.72
O1 -1.68 -5.48 1.51
C4 -1.24 -4.16 1.44
O2 -1.62 -3.19 2.09
O3 -0.21 -4.12 0.52
H1 1.96 -6.00 1.38
H2 2.26 -4.87 0.02
H3 1.99 -6.57 -0.27
H4 0.11 -5.41 -0.98
H5 -0.34 -7.01 1.41
H6 -1.36 -6.74 -0.08
C5 8.14 5.85 4.77
C6 6.87 5.92 3.85
C7 6.14 7.23 3.88
O4 5.99 7.49 2.51
C8 6.62 6.57 1.82
O5 6.51 6.62 0.62
O6 7.28 5.71 2.50
H7 8.33 6.68 5.45
H8 9.01 5.87 4.11
H9 8.21 4.86 5.20
H10 6.16 5.15 4.16
H11 6.75 8.03 4.31
H12 5.13 7.23 4.29
C9 -6.88 -2.59 -1.57
C10 -7.64 -2.78 -0.31
C11 -7.74 -1.55 0.58
O7 -9.03 -1.56 1.07
C12 -9.68 -2.34 0.39
O8 -10.89 -2.48 0.59
O9 -8.96 -2.93 -0.58
H13 -7.41 -2.12 -2.41
H14 -6.85 -3.59 -2.00
H15 -5.90 -2.12 -1.59
H16 -7.22 -3.47 0.43
H17 -7.43 -0.65 0.05
H18 -6.95 -1.38 1.31
C13 1.60 2.77 -3.69
C14 0.92 1.41 -3.48
C15 -0.41 1.16 -4.18
O10 -0.24 -0.23 -4.51
C16 1.05 -0.58 -4.49
O11 1.52 -1.57 -5.02
O12 1.70 0.33 -3.94
H19 0.85 3.56 -3.70
H20 2.12 2.90 -4.64
H21 2.33 2.99 -2.92
H22 0.81 1.33 -2.40
H23 -0.45 1.84 -5.03
H24 -1.33 1.41 -3.65

Atomic partial charges in e from the Mulliken method, atoms 1 to 2: number 1, C, carries -1.440; number 2, C, carries 0.528



Below is C16H25CdN5O3 as an isolated structure at a distorted geometry, with properties calculated with ωB97M-V/def2-TZVPD.

- E_LUMO: -0.2259 hartree
- DFT total energy: -35141.0069 eV
- ΔE to the lowest compared entry with this formula, charge and spin: 71.50 kcal per mole
- Charge: +2
- Multiplicity: 1
- Frontier orbital gap: 7.952 eV

Positions of all 50 atoms, in Å:
Cd1 1.89 0.38 -0.62
N1 0.79 2.20 -1.39
C1 0.23 2.90 -0.20
C2 -1.08 3.66 -0.53
C3 -2.24 2.88 -1.18
C4 -2.95 1.82 -0.33
N2 -3.44 2.32 0.94
C5 -4.57 2.96 1.18
N3 -4.76 3.47 2.40
N4 -5.52 3.10 0.26
C6 0.15 1.98 1.06
O1 -0.51 2.38 2.01
O2 0.85 0.91 1.06
H1 1.31 2.86 -1.96
H2 0.04 1.85 -1.98
H3 0.95 3.66 0.10
H4 -0.81 4.45 -1.23
H5 -1.42 4.14 0.38
H6 -1.91 2.41 -2.11
H7 -2.99 3.63 -1.48
H8 -2.27 0.99 -0.11
H9 -3.78 1.39 -0.90
H10 -2.71 2.39 1.66
H11 -4.06 3.36 3.11
H12 -5.62 3.92 2.66
H13 -5.41 2.72 -0.67
H14 -6.40 3.54 0.47
C7 4.95 -2.40 -0.68
C8 3.98 -2.18 0.42
N5 3.09 -1.01 0.56
H15 4.53 -2.07 -1.63
H16 5.19 -3.46 -0.75
H17 5.88 -1.86 -0.49
C9 -0.37 -3.31 -1.89
C10 0.62 -2.47 -1.15
O3 0.65 -1.25 -1.37
C11 1.57 -3.11 -0.24
C12 1.66 -4.46 -0.11
C13 2.62 -5.10 0.75
C14 3.45 -4.42 1.57
C15 3.46 -2.95 1.60
C16 2.53 -2.36 0.54
H18 -1.04 -2.66 -2.46
H19 -0.96 -3.93 -1.21
H20 0.14 -3.97 -2.59
H21 0.99 -5.10 -0.66
H22 2.62 -6.18 0.78
H23 4.07 -4.95 2.28
H24 3.52 -2.48 2.58
H25 3.09 -0.62 1.51

Atomic partial charges in e from the Mulliken method, atoms 1 to 2: number 1, Cd, carries 1.047; number 2, N, carries -0.726



Below is C16H25Cl2O4P2Ti as an isolated structure at a distorted geometry, with properties calculated with ωB97M-V/def2-TZVPD.

- E_LUMO (alpha / beta): -0.3123 / -0.3459 hartree
- DFT total energy: -91910.9803 eV
- ΔE to the lowest compared entry with this formula, charge and spin: 3.70 kcal per mole
- Charge: +2
- Multiplicity: 2
- Frontier orbital gap (alpha / beta): 5.881 / 4.970 eV

Positions of all 50 atoms, in Å:
C1 2.85 0.22 -3.17
C2 1.59 -0.67 -3.17
H1 3.52 -0.20 -3.94
H2 3.37 0.34 -2.24
H3 2.65 1.25 -3.48
O1 1.37 -1.34 -4.16
Cl1 1.76 2.34 0.87
Ti1 0.74 0.58 -0.17
P1 1.97 -1.61 0.24
C3 0.91 -3.10 0.31
C4 3.47 -2.16 -0.61
H4 3.83 -3.10 -0.18
H5 3.29 -2.21 2.23
H6 4.25 -1.39 -0.49
H7 2.92 -0.46 2.16
H8 0.39 -3.23 -0.64
H9 3.30 -2.29 -1.68
C5 2.52 -1.47 1.99
H10 1.52 -3.99 0.53
H11 1.67 -1.60 2.67
H12 0.16 -2.97 1.11
P2 -0.57 1.96 -1.88
C6 -2.16 1.40 -2.53
C7 -1.09 3.48 -1.00
H13 1.22 3.18 -2.96
H14 -0.34 3.39 -3.82
H15 0.60 1.88 -4.02
C8 0.31 2.66 -3.31
H16 -0.24 3.90 -0.43
H17 -1.46 4.23 -1.71
H18 -2.58 2.13 -3.23
H19 -2.85 1.26 -1.69
H20 -1.89 3.24 -0.29
H21 -2.04 0.43 -3.03
C9 0.20 -0.90 -2.04
O2 -0.70 -1.64 -2.33
Cl2 -4.75 -0.66 5.97
C10 -3.65 -0.48 4.68
C11 -4.16 -0.47 3.37
C12 -3.27 -0.26 2.33
C13 -1.92 -0.10 2.63
C14 -1.41 -0.14 3.92
C15 -2.28 -0.37 4.99
C16 -0.97 0.06 1.54
O3 -1.25 0.04 0.30
O4 0.27 0.24 1.80
H22 -5.21 -0.64 3.17
H23 -3.59 -0.24 1.28
H24 -0.35 -0.01 4.11
H25 -1.92 -0.49 5.99

Atomic partial charges in e from the Mulliken method, atoms 1 to 2: number 1, C, carries -1.039; number 2, C, carries 0.668